20
Properties=species:S:1:pos:R:3:nbo_charge:R:1 method="wB97M-V/def2-TZVPD" lumo_energy_ev=0.449 charge=0 energy_ev=-10866.4541 e_above_lowest_ev=4.365 homo_energy_ev=-8.027 homo_lumo_gap_ev=8.48
N 1.13 -2.53 -1.51 -0.645
N -0.09 -2.50 1.10 -0.321
N 0.48 -1.54 0.57 -0.155
C -1.63 1.19 -0.18 -0.645
C 0.85 1.07 -0.95 -0.465
C 0.21 1.07 1.53 -0.636
C 0.70 -1.53 -0.83 0.317
C 0.33 -0.27 -1.40 -0.235
C -0.19 0.89 0.10 0.144
H -0.20 -0.32 -2.34 0.240
H 0.62 1.86 -1.67 0.226
H -2.27 0.41 0.25 0.218
H 1.26 0.87 1.69 0.225
H 0.02 2.11 1.83 0.221
H -1.85 1.27 -1.24 0.216
H -0.10 -2.34 2.12 0.315
H 1.16 -3.37 -0.94 0.340
H 1.88 1.10 -0.60 0.226
H -0.38 0.44 2.20 0.209
H -1.92 2.14 0.29 0.204